Entry 1:
{"formula": "C4H12N2O", "method": "wB97M-V/def2-TZVPD", "energy_ha": -344.2460, "max_force_ev_per_a": 5.488, "e_lumo_ev": 1.03, "relative_energy_kj_mol": 365.08, "smiles": "CCNN(C)CO", "homo_energy_ev": -8.67, "species": ["C", "C", "N", "N", "C", "C", "O", "H", "H", "H", "H", "H", "H", "H", "H", "H", "H", "H", "H"], "positions_angstrom": [[-2.6925, -0.0668, -0.3458], [-1.3325, -0.6406, 0.2346], [-0.3246, 0.2370, -0.3560], [0.9830, -0.2045, -0.1381], [1.7707, -0.1357, -1.3849], [1.6411, 0.5041, 0.9864], [1.0863, 0.2433, 2.1893], [-2.6991, 0.0027, -1.4688], [-3.6331, -0.6462, -0.0137], [-2.7702, 0.9144, 0.0288], [-1.3820, -0.4045, 1.3786], [-1.3220, -1.6314, -0.1083], [-0.5630, 1.1321, -0.0355], [1.1880, -0.3330, -2.3272], [2.2515, 0.7828, -1.4880], [2.4226, -1.1211, -1.4276], [1.6699, 1.6683, 0.7703], [2.7225, 0.3180, 1.1366], [0.9833, -0.6190, 2.3694]], "mulliken_charge": [-1.21, -0.25, -0.35, -0.01, -0.93, -0.52, -0.49, 0.32, 0.32, 0.36, 0.19, 0.38, 0.29, 0.33, 0.34, 0.26, 0.33, 0.34, 0.31]}

---

Entry 2:
{"formula": "C4H12N2O", "method": "wB97M-V/def2-TZVPD", "energy_ha": -344.2723, "max_force_ev_per_a": 5.377, "e_lumo_ev": 1.01, "relative_energy_kj_mol": 296.03, "smiles": "NCCCNCO", "homo_energy_ev": -9.02, "species": ["N", "C", "C", "C", "N", "C", "O", "H", "H", "H", "H", "H", "H", "H", "H", "H", "H", "H", "H"], "positions_angstrom": [[-1.9001, -2.6054, -1.4477], [-0.9562, -1.4857, -1.3533], [-0.5423, -1.0652, 0.0696], [0.4620, 0.1922, 0.1087], [0.1994, 1.0413, 1.2315], [1.2935, 2.0254, 1.6403], [1.7960, 2.9646, 0.4554], [-1.5662, -3.3803, -1.9048], [-2.7394, -2.3222, -1.9136], [-0.0837, -1.7520, -2.0257], [-1.3222, -0.6474, -1.8526], [-1.3965, -0.7559, 0.6623], [0.0805, -1.7674, 0.6352], [0.3110, 0.8268, -0.7936], [1.4562, -0.1360, 0.3507], [-0.6514, 1.7015, 1.0267], [1.9627, 1.4150, 2.1764], [0.9246, 2.7513, 2.2831], [2.6721, 2.9993, 0.6513]], "mulliken_charge": [-0.59, -0.48, -0.51, -0.37, -0.40, -0.54, -0.52, 0.22, 0.21, 0.30, 0.41, 0.23, 0.19, 0.28, 0.27, 0.24, 0.43, 0.37, 0.26]}

---

Entry 3:
{"formula": "C4H12N2O", "method": "wB97M-V/def2-TZVPD", "energy_ha": -344.2645, "max_force_ev_per_a": 3.924, "e_lumo_ev": 0.99, "relative_energy_kj_mol": 316.47, "smiles": "CCC(C)=O.NN", "homo_energy_ev": -7.91, "species": ["C", "C", "C", "C", "O", "H", "H", "H", "H", "H", "H", "H", "H", "N", "N", "H", "H", "H", "H"], "positions_angstrom": [[-2.2227, 0.8000, 0.5071], [-1.2048, 0.5781, -0.5990], [0.3822, 0.8055, -0.0580], [1.3742, 0.7843, -1.1937], [0.5543, 1.5070, 0.9311], [-1.9684, 1.6761, 1.1120], [-3.2292, 0.9417, 0.1010], [-2.2546, -0.0610, 1.1831], [-1.3731, -0.3695, -1.1249], [-1.3238, 1.3506, -1.3640], [1.3728, 1.7511, -1.6986], [1.1282, -0.0085, -1.9019], [2.3736, 0.6076, -0.7869], [0.5290, -1.3578, 1.0187], [1.6302, -2.0274, 0.3949], [0.7541, -0.7118, 1.7850], [-0.3779, -1.2337, 0.4585], [1.4046, -3.0101, 0.2303], [2.4512, -2.0223, 1.0053]], "mulliken_charge": [-1.02, -0.78, 0.85, -1.33, -0.62, 0.28, 0.37, 0.28, 0.41, 0.45, 0.39, 0.30, 0.34, -0.51, -0.45, 0.31, 0.32, 0.22, 0.20]}

---

Entry 4:
{"formula": "C4H12N2O", "method": "wB97M-V/def2-TZVPD", "energy_ha": -344.2306, "max_force_ev_per_a": 4.814, "e_lumo_ev": 1.01, "relative_energy_kj_mol": 405.37, "smiles": "CNCOCCN", "homo_energy_ev": -9.06, "species": ["C", "N", "C", "O", "C", "C", "N", "H", "H", "H", "H", "H", "H", "H", "H", "H", "H", "H", "H"], "positions_angstrom": [[-1.5300, -0.5199, -2.4913], [-0.1750, -0.2660, -1.9983], [-0.0360, 0.9551, -1.2961], [0.1789, 1.4618, 0.3781], [0.3351, 0.1642, 0.6621], [0.6217, -0.1084, 2.1514], [0.7799, -1.5368, 2.3838], [-2.2755, -0.7083, -1.6903], [-1.5907, -1.3849, -3.1569], [-1.8884, 0.3674, -3.0014], [0.0588, -1.0066, -1.3399], [-0.8672, 1.6448, -1.4521], [0.9307, 1.4096, -1.4633], [-0.5261, -0.4984, 0.4463], [1.2075, -0.3076, 0.1408], [1.5339, 0.4352, 2.3956], [-0.2146, 0.3500, 2.7060], [1.3013, -1.7373, 3.2279], [-0.0880, -2.0511, 2.4472]], "mulliken_charge": [-0.82, -0.30, -0.41, -0.51, -0.28, -0.66, -0.57, 0.30, 0.31, 0.34, 0.32, 0.32, 0.38, 0.10, 0.35, 0.42, 0.28, 0.22, 0.19]}

---

Entry 5:
{"formula": "C4H12N2O", "method": "wB97M-V/def2-TZVPD", "energy_ha": -344.2528, "max_force_ev_per_a": 5.072, "e_lumo_ev": 0.77, "relative_energy_kj_mol": 347.26, "smiles": "NCC[C@@H](N)CO", "homo_energy_ev": -9.09, "species": ["N", "C", "C", "C", "N", "C", "O", "H", "H", "H", "H", "H", "H", "H", "H", "H", "H", "H", "H"], "positions_angstrom": [[-1.2045, -0.5741, -1.8738], [-1.7984, 0.1020, -0.6716], [-1.1377, -0.4547, 0.6579], [0.2824, 0.3732, 0.8851], [1.0241, -0.4464, 1.9030], [1.4285, 0.5524, -0.1845], [2.3910, 1.3590, 0.3198], [-1.4898, -0.1210, -2.8033], [-1.7523, -1.5081, -2.0192], [-1.6019, 1.1854, -0.7440], [-2.8622, -0.1698, -0.5641], [-1.6412, -0.3031, 1.7315], [-0.9787, -1.4902, 0.5451], [-0.1033, 1.3243, 1.1734], [1.2845, -1.2920, 1.3378], [1.9621, -0.1006, 1.8150], [1.8752, -0.5146, -0.0950], [0.9956, 0.6971, -1.2223], [3.3267, 1.3812, -0.1909]], "mulliken_charge": [-0.63, -0.60, -0.58, -0.13, -0.85, -0.56, -0.57, 0.23, 0.26, 0.41, 0.35, 0.26, 0.36, 0.41, 0.29, 0.40, 0.26, 0.36, 0.34]}

---

Entry 6:
{"formula": "C4H12N2O", "method": "wB97M-V/def2-TZVPD", "energy_ha": -344.0423, "max_force_ev_per_a": 5.044, "e_lumo_ev": -3.97, "relative_energy_kj_mol": 899.76, "homo_energy_ev": -7.54, "species": ["C", "C", "C", "O", "N", "C", "N", "H", "H", "H", "H", "H", "H", "H", "H", "H", "H", "H", "H"], "positions_angstrom": [[-0.6279, -1.0849, 0.1284], [-1.7261, -0.0909, 0.5134], [-2.1621, 0.5710, -0.9312], [-2.7817, -0.6061, 1.1072], [0.3362, -0.8149, -0.9085], [2.2608, 1.0984, 0.4805], [2.6255, -0.2835, 0.2787], [-0.0974, -1.2970, 1.1365], [-1.3048, -1.9969, 0.0705], [-1.0256, 0.6739, 1.0554], [-3.0513, 1.2749, -0.7671], [-2.4996, -0.2292, -1.6612], [-1.2544, 1.2128, -1.2547], [1.3084, -0.5822, -0.5510], [0.3995, -1.5770, -1.5737], [1.7917, 1.2057, 1.5179], [1.4120, 1.3023, -0.1410], [3.1433, 1.7364, 0.5045], [3.2537, -0.5128, 0.9955]], "mulliken_charge": [-0.47, 0.41, -1.00, -0.59, -0.38, -0.72, -0.61, 0.20, 0.49, 0.15, 0.32, 0.27, 0.26, 0.39, 0.23, 0.26, 0.24, 0.34, 0.21]}

---

Entry 7:
{"formula": "C4H12N2O", "method": "wB97M-V/def2-TZVPD", "energy_ha": -344.3098, "max_force_ev_per_a": 2.679, "e_lumo_ev": 0.82, "relative_energy_kj_mol": 197.55, "smiles": "CCC/N=C\\N.O", "homo_energy_ev": -8.65, "species": ["C", "C", "C", "N", "C", "N", "H", "H", "H", "H", "H", "H", "H", "H", "H", "H", "O", "H", "H"], "positions_angstrom": [[-2.4035, -0.6444, 0.2139], [-0.8883, -0.7033, -0.0875], [-0.0637, 0.4043, 0.5839], [1.2263, 0.5182, -0.0720], [1.5626, 0.5873, -1.2716], [0.7557, 0.8803, -2.3534], [-2.6250, -0.9118, 1.2500], [-2.8807, 0.2498, -0.1591], [-2.8291, -1.4274, -0.4043], [-0.4932, -1.6653, 0.1802], [-0.8462, -0.5233, -1.1754], [0.0766, 0.2164, 1.6561], [-0.3673, 1.4635, 0.5827], [2.5884, 0.3251, -1.6121], [0.9783, 0.5694, -3.2857], [-0.0311, 1.4820, -2.2094], [2.1103, 0.0197, 3.0544], [2.6636, -0.1818, 2.2861], [1.4661, -0.6587, 2.8231]], "mulliken_charge": [-1.27, -0.01, -0.73, -0.36, -0.03, -0.41, 0.33, 0.34, 0.36, 0.25, 0.24, 0.25, 0.32, 0.32, 0.18, 0.22, -0.64, 0.32, 0.32]}

---

Entry 8:
{"formula": "C4H12N2O", "method": "wB97M-V/def2-TZVPD", "energy_ha": -344.3471, "max_force_ev_per_a": 0.467, "e_lumo_ev": 1.03, "relative_energy_kj_mol": 99.52, "smiles": "NCC[C@H](N)CO", "homo_energy_ev": -9.37, "species": ["N", "C", "C", "C", "N", "C", "O", "H", "H", "H", "H", "H", "H", "H", "H", "H", "H", "H", "H"], "positions_angstrom": [[2.3368, 0.5494, 0.8948], [2.1150, -0.1426, -0.3843], [0.7510, 0.1825, -0.9692], [-0.3919, 0.0835, 0.0407], [-0.3719, -1.2132, 0.7232], [-1.7266, 0.2456, -0.6770], [-2.8097, 0.3242, 0.2448], [2.2970, 1.5517, 0.7642], [3.2661, 0.3247, 1.2564], [2.1837, -1.2120, -0.1820], [2.8861, 0.1005, -1.1244], [0.5531, -0.5074, -1.7923], [0.7460, 1.1991, -1.3731], [-0.3232, 0.9027, 0.7648], [0.4552, -1.2070, 1.3195], [-1.1320, -1.2244, 1.4031], [-1.7304, 1.1571, -1.2776], [-1.8793, -0.5937, -1.3586], [-3.1950, -0.5483, 0.3506]], "mulliken_charge": [-0.52, -0.90, -0.72, 0.73, -0.80, -0.94, -0.54, 0.19, 0.22, 0.42, 0.38, 0.34, 0.36, 0.21, 0.27, 0.26, 0.33, 0.39, 0.32]}

---

Entry 9:
{"formula": "C4H12N2O", "method": "wB97M-V/def2-TZVPD", "energy_ha": -344.1829, "max_force_ev_per_a": 4.050, "e_lumo_ev": 0.86, "relative_energy_kj_mol": 530.72, "homo_energy_ev": -7.62, "species": ["C", "N", "O", "H", "H", "H", "H", "H", "C", "N", "C", "C", "H", "H", "H", "H", "H", "H", "H"], "positions_angstrom": [[1.4921, -0.7820, 1.3669], [0.7726, -1.2945, 0.2091], [1.1582, -2.6853, 0.1607], [0.8902, -2.9463, -0.7327], [-0.4774, -0.9310, 0.3077], [2.5673, -0.7390, 1.1567], [1.1257, 0.2204, 1.5942], [1.3601, -1.4209, 2.2466], [0.3336, 1.6696, -1.1389], [-2.0917, 0.9734, 0.5637], [-1.4756, 0.0459, -0.3198], [-0.5092, 0.4456, -1.2399], [-2.7537, 0.5447, 1.1995], [-1.5302, 1.7888, 0.7755], [-2.2076, -0.6646, -0.7104], [-0.3204, -0.2101, -2.0805], [1.3088, 1.5077, -1.6028], [-0.1565, 2.5065, -1.6519], [0.5137, 1.9713, -0.1039]], "mulliken_charge": [-0.96, -0.10, -0.50, 0.30, 0.34, 0.28, 0.28, 0.33, -1.36, -0.44, -0.49, 0.23, 0.22, 0.20, 0.36, 0.30, 0.32, 0.32, 0.35]}

---

Entry 10:
{"formula": "C4H12N2O", "method": "wB97M-V/def2-TZVPD", "energy_ha": -344.3205, "max_force_ev_per_a": 2.054, "e_lumo_ev": 1.01, "relative_energy_kj_mol": 169.29, "smiles": "C[C@H](O)CNCN", "homo_energy_ev": -8.94, "species": ["C", "C", "O", "C", "N", "C", "N", "H", "H", "H", "H", "H", "H", "H", "H", "H", "H", "H", "H"], "positions_angstrom": [[-0.0014, 1.2004, -2.6612], [0.5329, 0.6206, -1.3632], [0.9703, -0.7365, -1.5230], [-0.4499, 0.7306, -0.1797], [0.1755, 0.1978, 1.0360], [-0.7416, -0.2844, 2.0585], [-0.4075, -1.5936, 2.6326], [-0.8163, 0.5792, -3.0745], [-0.3125, 2.2420, -2.6863], [0.7013, 1.0375, -3.4855], [1.4263, 1.2034, -1.1611], [0.2024, -1.2273, -1.1921], [-1.1687, -0.0583, -0.3866], [-0.8804, 1.7270, -0.0631], [0.9074, 0.7488, 1.4638], [-1.7764, -0.2909, 1.7149], [-0.6618, 0.3089, 2.9823], [-0.4904, -2.3956, 2.0151], [0.5814, -1.5420, 2.8685]], "mulliken_charge": [-1.47, 0.47, -0.55, -0.98, -0.15, -0.56, -0.64, 0.30, 0.35, 0.35, 0.26, 0.37, 0.47, 0.31, 0.25, 0.42, 0.33, 0.23, 0.23]}

---

Entry 11:
{"formula": "C4H12N2O", "method": "wB97M-V/def2-TZVPD", "energy_ha": -344.2679, "max_force_ev_per_a": 3.227, "e_lumo_ev": 0.90, "relative_energy_kj_mol": 307.50, "smiles": "NCCCNCO", "homo_energy_ev": -9.57, "species": ["N", "C", "C", "C", "N", "C", "O", "H", "H", "H", "H", "H", "H", "H", "H", "H", "H", "H", "H"], "positions_angstrom": [[2.5833, 1.5099, -0.5906], [1.6706, 1.2067, 0.5739], [0.1809, 0.8528, 0.0146], [-0.0066, -0.5854, -0.4061], [-0.7183, -1.7266, 0.2329], [-2.0871, -1.4332, 0.4427], [-2.9395, -1.6559, -0.7744], [3.2520, 2.2789, -0.2510], [1.9620, 2.1202, -1.1517], [1.5973, 1.9383, 1.3689], [2.1707, 0.4156, 1.2988], [0.0557, 1.4878, -0.9481], [-0.7084, 1.3401, 0.6238], [-0.7030, -0.4639, -1.2493], [1.0059, -0.9792, -0.7847], [-0.2281, -1.8790, 1.1206], [-2.3992, -2.1438, 1.2815], [-2.2824, -0.3728, 0.7338], [-2.4058, -1.9104, -1.5355]], "mulliken_charge": [-0.62, -0.55, -0.35, -0.60, -0.40, -0.17, -0.53, 0.25, 0.26, 0.35, 0.29, 0.24, 0.25, 0.23, 0.29, 0.27, 0.29, 0.20, 0.31]}

---

Entry 12:
{"formula": "C4H12N2O", "method": "wB97M-V/def2-TZVPD", "energy_ha": -344.2831, "max_force_ev_per_a": 4.727, "e_lumo_ev": 0.84, "relative_energy_kj_mol": 267.50, "smiles": "C=C(N)CCN.O", "homo_energy_ev": -8.76, "species": ["C", "C", "N", "C", "C", "N", "H", "H", "H", "H", "H", "H", "H", "H", "H", "H", "O", "H", "H"], "positions_angstrom": [[-0.1333, 2.5281, 0.1030], [-0.1452, 1.3953, 0.8359], [-1.3586, 1.0858, 1.5838], [0.8598, 0.3022, 0.5980], [0.2916, -1.0953, 0.7004], [-0.4040, -1.2939, -0.5845], [-1.0419, 3.1942, 0.1552], [0.6929, 2.7220, -0.7231], [-1.2315, 0.9043, 2.6347], [-1.8679, 1.9774, 1.6896], [1.3718, 0.3110, 1.6219], [1.4187, 0.4573, -0.3280], [-0.3229, -1.2302, 1.5468], [1.1602, -1.9046, 0.6937], [-1.1083, -0.6776, -0.5359], [-0.7692, -2.2649, -0.7277], [1.0775, -2.0002, -3.2570], [0.4971, -2.6541, -3.6311], [1.0134, -1.7568, -2.3756]], "mulliken_charge": [-0.96, 0.61, -0.59, -0.60, -0.48, -0.55, 0.21, 0.21, 0.25, 0.26, 0.24, 0.30, 0.43, 0.32, 0.16, 0.23, -0.67, 0.30, 0.33]}

---

Entry 13:
{"formula": "C4H12N2O", "method": "wB97M-V/def2-TZVPD", "energy_ha": -344.2480, "max_force_ev_per_a": 4.594, "e_lumo_ev": 0.65, "relative_energy_kj_mol": 359.68, "homo_energy_ev": -7.33, "species": ["C", "N", "C", "O", "H", "H", "H", "H", "H", "C", "C", "N", "H", "H", "H", "H", "H", "H", "H"], "positions_angstrom": [[1.8619, -0.0552, 0.7019], [2.6290, -0.3726, -0.4898], [-0.2559, -1.2194, 0.1330], [0.1013, -1.8457, -0.8400], [2.2478, -1.2128, -0.9207], [2.5382, 0.3670, -1.1785], [-0.4691, -1.6338, 1.1287], [2.0893, -0.7817, 1.4833], [2.2022, 0.9128, 1.0931], [-1.8361, 0.5254, 1.0028], [-1.1016, 0.6342, -1.3311], [-0.8127, 0.1824, 0.0272], [0.5979, 0.3914, 0.4410], [-1.5581, 0.1489, 1.9873], [-0.3795, 0.1843, -2.0086], [-2.8065, 0.0966, 0.7325], [-1.9390, 1.6105, 1.0640], [-1.0031, 1.7205, -1.3728], [-2.1061, 0.3471, -1.6531]], "mulliken_charge": [-0.88, -0.59, -0.01, -0.53, 0.27, 0.24, 0.39, 0.29, 0.36, -1.00, -1.03, 0.00, 0.48, 0.32, 0.32, 0.33, 0.34, 0.34, 0.34]}